Record 1
Entry from the OMol25 dataset: the molecule C19H17N3O3S at a distorted geometry (ωB97M-V/def2-TZVPD).

Structure (ORCA input):
```
! wB97M-V def2-TZVPD RIJCOSX def2/J DEFGRID3
* xyz 0 1
S 0.301 -1.991 -0.926
O 3.412 -5.853 -6.589
O 4.706 -4.041 -6.401
O 1.185 -3.476 -2.754
N 3.756 1.671 -1.468
N 2.425 -1.609 -2.553
N -1.380 0.560 1.729
C 2.129 -2.809 -3.139
C -2.886 1.969 3.028
C -3.518 4.151 2.233
C 3.031 -3.189 -4.237
C 3.762 -4.691 -6.030
C -1.146 -0.767 1.193
C 0.864 0.306 0.139
C 0.755 1.501 1.027
C -0.019 -0.721 0.221
C 1.657 -1.110 -1.527
C -2.431 0.565 2.731
C 1.845 0.093 -0.875
C -3.751 4.565 3.534
C -0.147 1.157 2.212
C -3.550 3.683 4.581
C -3.092 2.860 1.981
C -3.116 2.392 4.329
C 2.887 0.972 -1.190
C 2.857 -4.320 -4.924
H 3.206 -1.048 -2.867
H 0.387 0.475 2.898
H 1.741 1.817 1.372
H -4.086 5.572 3.732
H -0.908 -1.499 1.992
H -0.397 2.067 2.761
H 2.050 -5.000 -4.697
H 3.849 -2.526 -4.487
H -2.058 -1.111 0.695
H -2.114 0.065 3.664
H -2.904 2.528 0.972
H 0.315 2.329 0.464
H -3.727 4.000 5.599
H 4.016 -6.080 -7.313
H -2.956 1.708 5.151
H -3.277 0.002 2.324
H -3.673 4.836 1.413
*
```

The total energy comes out at -1522.42184 a.u. As for the LUMO energy: -0.898 eV. For the relative energy (zero: lowest compared OMol25 entry of this formula, charge and spin), the calculation gives 12.09 kcal/mol. Its SMILES is N#Cc1c(NC(=O)/C=C/C(=O)O)sc2c1CCN(Cc1ccccc1)C2. The orbital gap is 7.516 eV.


Record 2
Entry from the OMol25 dataset: the molecule C19H17N5 at a distorted geometry (ωB97M-V/def2-TZVPD).

Structure (ORCA input):
```
! wB97M-V def2-TZVPD RIJCOSX def2/J DEFGRID3
* xyz 0 1
N 1.341 0.861 -1.605
N -2.425 2.597 -3.803
N 2.727 -1.455 6.531
N 0.496 0.766 -4.627
N -0.223 0.851 -5.809
C -1.378 1.539 -5.628
C -1.401 1.873 -4.281
C -3.322 2.856 -5.944
C 0.027 1.610 0.050
C 2.015 0.422 0.813
C -3.342 3.174 -4.568
C 0.187 1.405 -2.211
C -0.113 2.019 1.418
C 1.244 -1.476 6.559
C -0.634 1.914 -1.221
C 3.376 -2.100 7.663
C 3.468 -1.421 5.234
C 1.622 0.498 2.145
C 0.646 1.408 2.478
C -2.466 1.888 -6.521
C -0.170 1.382 -3.711
C 2.218 -0.391 3.141
C 1.166 0.863 -0.216
C 2.738 -1.043 4.005
H 0.901 -2.544 6.404
H -4.065 3.800 -3.995
H 3.909 -2.403 5.194
H -2.597 1.376 -7.455
H 4.457 -1.661 7.771
H 0.838 -0.703 5.915
H -1.014 2.599 1.649
H 0.393 1.483 3.562
H 3.390 -3.113 7.437
H 2.213 0.750 -2.092
H 4.354 -0.749 5.229
H -1.546 2.450 -1.481
H 2.933 -0.072 0.685
H 0.047 0.273 -6.641
H 0.838 -1.325 7.578
H -4.022 3.318 -6.623
H 2.863 -1.823 8.668
*
```

The total energy comes out at -1007.84103 a.u. As for the LUMO energy: 0.033 eV. For the relative energy (zero: lowest compared OMol25 entry of this formula, charge and spin), the calculation gives 117.57 kcal/mol. Its SMILES is CN(C)CC#Cc1ccc2cc(-c3n[nH]c4cccnc34)[nH]c2c1. The orbital gap is 7.586 eV.


Record 3
Entry from the OMol25 dataset: the molecule C19H17N5 at a distorted geometry (ωB97M-V/def2-TZVPD).

Structure (ORCA input):
```
! wB97M-V def2-TZVPD RIJCOSX def2/J DEFGRID3
* xyz 0 1
N -2.317 -5.448 0.508
N -2.079 -4.479 1.464
N 0.306 3.400 -1.951
N -3.056 -6.339 0.962
N 4.159 2.341 0.684
C 3.031 2.050 -0.019
C -0.083 -1.871 -0.252
C 0.303 1.143 -1.004
C 4.311 3.574 1.159
C -2.744 -4.873 2.610
C -1.364 -3.291 1.222
C 0.326 0.553 0.222
C 3.307 4.561 0.910
C 2.192 4.283 0.131
C -1.363 -2.212 2.172
C -0.489 0.577 -2.170
C -3.357 -6.039 2.292
C 0.875 2.533 -1.124
C -0.243 -0.760 0.584
C 2.008 2.985 -0.327
C -0.855 2.979 -2.701
C -0.630 -3.120 0.048
C -0.585 1.576 -3.271
C -0.782 -0.989 1.858
H 2.947 1.061 -0.446
H -4.040 -6.600 2.946
H -1.378 1.248 -3.924
H -1.751 3.019 -2.045
H -0.839 -0.181 2.592
H 3.526 5.552 1.266
H -0.021 -0.346 -2.586
H -1.503 0.263 -1.865
H -0.576 -3.944 -0.685
H 0.498 -1.724 -1.148
H 1.482 5.056 -0.244
H 5.222 3.801 1.735
H -2.726 -4.391 3.581
H 0.322 1.556 -3.865
H -1.791 -2.306 3.173
H -0.981 3.676 -3.558
H 0.737 1.125 1.068
*
```

The total energy comes out at -1007.92952 a.u. As for the LUMO energy: -0.264 eV. For the relative energy (zero: lowest compared OMol25 entry of this formula, charge and spin), the calculation gives 62.04 kcal/mol. Its SMILES is C(=C1/CCCN=C1c1cccnc1)/c1ccc(-n2ccnn2)cc1. The orbital gap is 8.116 eV.


Record 4
Entry from the OMol25 dataset: the molecule C19H18Br2N4 at a distorted geometry (ωB97M-V/def2-TZVPD).

Structure (ORCA input):
```
! wB97M-V def2-TZVPD RIJCOSX def2/J DEFGRID3
* xyz 0 1
Br 6.154 -6.089 -0.135
Br 3.077 -3.349 3.957
N -2.606 1.222 0.537
N 2.424 -0.875 -0.774
N -0.474 2.301 -0.124
N -2.048 5.803 -0.630
C 1.592 1.372 -0.998
C 3.481 -3.715 2.141
C -2.711 3.394 0.060
C 4.786 -4.885 0.420
C -5.275 3.553 0.423
C 0.116 1.107 -0.724
C 2.289 0.233 -1.745
C -3.957 1.533 0.565
C -5.106 0.775 0.857
C -4.061 2.899 0.340
C -6.462 2.832 0.659
C 3.283 -3.124 -0.212
C 4.197 -4.146 -0.541
C -1.840 2.326 0.124
C 2.814 -2.188 -1.277
C -6.351 1.436 0.873
C -2.323 4.723 -0.343
C 2.919 -2.915 1.132
C 4.443 -4.693 1.770
H 3.699 -1.964 -1.920
H -5.052 -0.296 1.014
H 0.059 0.253 -0.049
H -5.260 4.628 0.254
H -7.262 0.867 1.050
H -0.391 0.836 -1.646
H 2.034 -2.619 -1.919
H 2.114 -2.232 1.421
H 2.102 1.600 -0.027
H -7.372 3.368 0.762
H 3.067 -0.575 -0.040
H 3.260 0.549 -2.142
H 1.732 2.272 -1.645
H 1.711 -0.085 -2.611
H 4.524 -4.307 -1.589
H -0.114 3.182 -0.510
H 4.987 -5.301 2.510
H -2.200 0.294 0.730
*
```

The total energy comes out at -6101.86458 a.u. As for the LUMO energy: 0.371 eV. For the relative energy (zero: lowest compared OMol25 entry of this formula, charge and spin), the calculation gives 0.12 kcal/mol. Its SMILES is N#Cc1c(NCCCNCc2cc(Br)cc(Br)c2)[nH]c2ccccc12. The orbital gap is 8.256 eV.


Record 5
Entry from the OMol25 dataset: the molecule C19H18ClN3O3S at a distorted geometry (ωB97M-V/def2-TZVPD).

Structure (ORCA input):
```
! wB97M-V def2-TZVPD RIJCOSX def2/J DEFGRID3
* xyz 0 1
Cl -6.528 0.895 -0.431
S 2.013 0.860 0.985
O 4.259 3.363 -1.436
O -1.622 -2.781 -0.777
O -0.482 3.716 1.406
N 4.154 -0.862 -0.105
N 4.105 1.519 -0.595
N -0.668 1.768 0.180
C 3.548 0.503 0.118
C -4.778 0.971 -0.177
C 3.475 2.644 -0.842
C -3.009 2.432 0.690
C -2.116 1.579 0.218
C -4.258 2.441 0.437
C -0.011 -2.979 0.807
C 0.023 2.627 0.620
C -2.688 -3.248 0.296
C -0.439 -2.710 -0.374
C 2.003 2.710 -0.749
C -3.841 0.240 -0.727
C 2.104 -2.321 0.426
C 1.710 -2.064 -1.172
C 1.241 -2.646 1.301
C 3.537 -1.811 0.472
C 0.355 -2.290 -1.446
C -2.564 0.577 -0.849
C 1.688 2.516 0.515
H 0.082 -2.277 -2.372
H -0.184 0.790 -0.236
H -0.802 -3.122 1.788
H -3.518 -3.382 -0.340
H 1.735 3.804 -0.807
H 4.360 -2.774 0.324
H -1.911 -0.453 -1.050
H 1.495 -2.577 2.511
H -2.917 -2.613 0.999
H 5.084 1.463 -0.660
H 3.667 -1.755 1.756
H 2.053 3.089 1.434
H -2.579 -4.133 0.620
H -2.507 3.301 1.150
H -4.964 3.117 0.834
H 2.363 -1.607 -1.814
H 1.614 2.090 -1.730
H -4.282 -0.613 -1.201
*
```

The total energy comes out at -1982.62700 a.u. As for the LUMO energy: -0.810 eV. For the relative energy (zero: lowest compared OMol25 entry of this formula, charge and spin), the calculation gives 379.21 kcal/mol. Its SMILES is COc1ccc(C/N=C2/NC(=O)C[C@@H](C(=O)Nc3ccc(Cl)cc3)S2)cc1. The orbital gap is 7.378 eV.


Record 6
Entry from the OMol25 dataset: a structure of composition C19H18F4N5O15S4V at a distorted geometry (ωB97M-V/def2-TZVPD).

Structure (ORCA input):
```
! wB97M-V def2-TZVPD RIJCOSX def2/J DEFGRID3
* xyz 0 3
V 0.717 -0.932 0.911
S 4.019 0.019 1.226
S -0.322 -0.103 3.931
S -2.050 -1.385 2.853
S 3.263 -1.672 2.763
F -1.984 -2.654 1.873
F 1.944 -2.559 2.817
F 3.465 0.998 0.069
F 1.027 0.685 3.560
O -2.516 0.842 -1.199
O 3.229 -0.980 4.005
O 1.051 1.681 -2.526
O -3.017 -0.535 2.201
O 5.032 -0.645 0.453
O 0.586 -2.779 0.114
O 0.106 -0.881 5.044
O -1.245 -0.601 -0.296
O -2.359 -2.059 4.083
O 0.493 1.512 0.937
O 1.421 3.355 0.333
O 4.425 0.949 2.241
O 1.308 0.016 -1.245
O -1.222 0.997 4.165
O 4.299 -2.579 2.431
N -0.451 -0.843 2.511
N 1.681 0.721 -2.177
N -2.286 -0.278 -0.837
N 2.628 -0.718 1.421
N 0.472 2.709 0.690
C -5.738 -1.650 -0.751
C -0.801 3.418 0.927
C 3.695 -0.687 -2.424
C 4.575 0.913 -4.544
C 3.382 1.173 -3.892
C -4.146 -3.472 -0.693
C -3.125 3.431 1.568
C -4.686 -0.774 -0.820
C -3.098 -2.587 -0.828
C 0.900 -3.284 -1.144
C -0.916 4.724 0.442
C -3.208 4.729 1.135
C -5.455 -3.009 -0.631
C -3.384 -1.237 -0.850
C -1.881 2.773 1.493
C 2.912 0.397 -2.845
C -2.116 5.360 0.558
C 5.279 -0.228 -4.168
C 4.879 -0.985 -3.090
H -3.995 2.856 1.848
H 4.866 1.527 -5.382
H 0.665 -4.344 -1.265
H -0.139 5.237 -0.107
H 5.380 -1.908 -2.834
H -2.054 6.416 0.325
H -4.154 5.258 1.156
H -2.099 -3.004 -0.855
H 2.801 2.035 -4.199
H 0.347 -2.792 -1.955
H -3.985 -4.510 -0.432
H 1.953 -3.173 -1.426
H -1.827 1.735 1.786
H -6.216 -3.752 -0.433
H 6.085 -0.426 -4.865
H 3.282 -1.408 -1.733
H -6.753 -1.310 -0.601
H -4.940 0.278 -0.818
*
```

The total energy comes out at -5073.04335 a.u. As for the LUMO energy (alpha / beta): -2.116 / -1.635 eV. For the relative energy (zero: lowest compared OMol25 entry of this formula, charge and spin), the calculation gives 52.36 kcal/mol. The orbital gap (alpha / beta) is 8.052 / 8.592 eV.